No. 1
13
Properties=species:S:1:pos:R:3:mulliken_charge:R:1 method="wB97M-V/def2-TZVPD" energy_ev=-24907.4677 total_charge=-1 homo_ev="-2.24 / -2.27" spin_multiplicity=2 fmax_ev_per_a=4.9
C 2.77 0.78 -1.77 -0.78
C 3.49 -0.07 -0.71 -0.66
C -3.65 0.78 0.64 -0.34
S -4.77 1.17 -0.68 -0.17
S 2.96 -1.78 1.49 -0.86
H 2.20 0.25 -2.57 0.25
H 2.78 1.87 -1.92 0.30
H 3.15 0.37 0.21 0.25
H 3.18 -1.13 -0.59 0.18
H 4.49 -0.11 -0.83 0.35
H -3.20 -0.26 0.68 0.27
H -3.57 1.56 1.48 0.24
H 4.29 -1.83 1.49 -0.04

***

No. 2
13
Properties=species:S:1:pos:R:3:mulliken_charge:R:1 method="wB97M-V/def2-TZVPD" energy_ev=-24910.2489 total_charge=0 homo_ev=-9.27 smiles="C=CC.SS" fmax_ev_per_a=0.8
S -2.16 -2.29 -0.23 -0.16
S -0.19 -2.88 -0.13 -0.20
H -1.90 -1.12 -0.83 0.17
H 0.03 -2.80 1.18 0.16
C 0.82 0.80 1.06 -0.92
C -0.03 1.26 -0.08 0.09
C 0.30 1.11 -1.35 -0.75
H 1.42 1.63 1.43 0.29
H 1.47 0.00 0.73 0.27
H 0.21 0.43 1.88 0.26
H -0.97 1.75 0.16 0.32
H -0.13 1.64 -2.20 0.26
H 1.13 0.47 -1.62 0.21

***

No. 3
13
Properties=species:S:1:pos:R:3:mulliken_charge:R:1 method="wB97M-V/def2-TZVPD" energy_ev=-79418.1435 total_charge=0 homo_ev="-8.24 / -8.24" fmax_ev_per_a=7.8
C -2.18 1.24 0.66 -0.83
C 1.28 -0.20 -0.61 -0.02
C 0.34 -1.28 -0.69 -0.84
S 2.75 -0.74 0.46 -0.23
Se -2.41 -0.74 0.05 -0.07
H -2.80 1.30 1.63 0.31
H -1.12 1.28 1.13 0.19
H -2.35 1.80 -0.14 0.31
H 1.74 0.18 -1.56 0.32
H 0.94 0.57 0.11 0.07
H 0.08 -1.91 0.26 0.41
H 0.16 -1.87 -1.70 0.24
H 3.57 0.36 0.41 0.14